Entry from OMol25: a molecular structure, C38H50CuIN5O4S (ωB97M-V with the def2-TZVPD basis set).

Structure (ORCA input):
```
! wB97M-V def2-TZVPD RIJCOSX def2/J DEFGRID3
* xyz 0 2
Cu -0.69495 -0.20461 0.20007
C 1.68668 -6.44880 3.36640
C 0.28047 -6.16382 2.81329
C 0.06633 -7.02880 1.57184
C -0.77266 -6.54662 3.86588
C 0.14734 -4.67827 2.50160
C -0.17067 -4.20949 1.27252
C -0.31082 -2.80411 1.07690
N -0.52308 -2.15453 -0.04860
C -0.53945 -2.49749 -1.35082
C -0.08401 -3.71006 -1.91178
C -0.12175 -3.89612 -3.26147
C -0.62898 -2.83433 -4.06242
C -1.05169 -1.60851 -3.60305
C -0.99864 -1.39699 -2.18973
O -1.30578 -0.28947 -1.62342
C -1.53237 -0.56572 -4.63099
C -1.86241 0.81211 -4.04007
C -0.43989 -0.34808 -5.69049
C -2.80410 -1.10413 -5.30943
C 0.39471 -5.20841 -3.86201
C 0.29031 -5.22766 -5.38744
C -0.42947 -6.38147 -3.30765
C 1.86734 -5.39779 -3.47530
C -0.25757 -1.87906 2.22988
O -0.67618 -0.70597 2.06851
C 0.25797 -2.38164 3.48313
C 0.39017 -3.72895 3.56614
C 0.61633 -1.49697 4.68659
C 2.01379 -1.90046 5.18958
C 0.67702 0.00012 4.35400
C -0.42052 -1.71672 5.79610
H 1.81170 -7.52272 3.52502
H 1.86138 -5.95050 4.32256
H 2.45415 -6.11176 2.66496
H 0.18028 -8.08097 1.84055
H 0.80027 -6.80057 0.79345
H -0.93657 -6.89927 1.15639
H -0.68183 -7.60611 4.12024
H -1.78107 -6.36886 3.48394
H -0.65328 -5.96797 4.78534
H -0.34811 -4.87574 0.44520
H 0.35921 -4.45687 -1.26848
H -0.65930 -2.99391 -5.13205
H -1.00107 1.25215 -3.53313
H -2.68306 0.76796 -3.32472
H -2.15493 1.47013 -4.86452
H 0.45089 0.09169 -5.23315
H -0.80267 0.34260 -6.45673
H -0.14410 -1.27278 -6.18936
H -3.57437 -1.31394 -4.56405
H -2.60798 -2.02534 -5.86300
H -3.19797 -0.36335 -6.01115
H -0.74446 -5.12607 -5.72679
H 0.66988 -6.18129 -5.76102
H 0.88934 -4.43292 -5.84136
H -1.49313 -6.24034 -3.51659
H -0.30848 -6.47944 -2.22585
H -0.10899 -7.32040 -3.76781
H 2.47837 -4.59106 -3.88400
H 2.24250 -6.34628 -3.87077
H 2.00204 -5.40264 -2.39143
H 0.70949 -4.13780 4.51741
H 2.74995 -1.79746 4.38851
H 2.04749 -2.92937 5.55471
H 2.30673 -1.24775 6.01561
H 1.34012 0.19321 3.50748
H 1.06826 0.52776 5.22781
H -0.30069 0.41023 4.11248
H -0.44489 -2.76014 6.12270
H -1.42066 -1.44437 5.44910
H -0.17797 -1.09424 6.66215
C 0.55062 4.75617 -3.20969
C -0.34325 4.36066 -2.09597
N -1.32313 5.05714 -1.61306
N -1.83244 4.25435 -0.63566
C -1.18364 3.08848 -0.48627
S -1.59546 1.91517 0.66067
N -0.21726 3.16644 -1.42129
N 0.70326 2.17272 -1.79030
H 0.25587 5.74208 -3.55850
H 0.48098 4.04088 -4.03048
H 1.59138 4.79545 -2.88319
H -2.62514 4.53872 -0.08808
H 0.75352 1.43796 -1.06807
H 1.61785 2.61207 -1.79941
I 4.77697 -2.52290 -5.63944
C 3.93090 -1.95525 -3.80965
C 4.41596 -2.50184 -2.62970
C 3.83947 -2.11964 -1.42559
C 2.80533 -1.19245 -1.39330
C 2.33585 -0.65706 -2.58765
C 2.88929 -1.04072 -3.80391
C 2.18338 -0.82130 -0.06047
O 2.41761 -1.53035 0.91781
O 1.37023 0.17405 -0.07729
H 5.22879 -3.21455 -2.64669
H 4.18684 -2.53761 -0.48906
H 1.52624 0.06398 -2.57038
H 2.51377 -0.63078 -4.73280
*
```

- frontier orbital gap (alpha / beta) (eV) = 5.889 / 5.637
- strongest force on any atom (Eh/bohr) = 0.013
- expectation value of S² = 0.985
- E_LUMO (alpha / beta) (eV) = -1.6 / -1.7

Löwdin atomic charge list, values in e, 6 entries: number 1, Cu, carries 0.4233; number 2, C, carries -0.0395; number 3, C, carries -0.5570; number 4, C, carries -0.0651; number 5, C, carries -0.0391; number 6, C, carries -0.1373